Record 1
A molecular structure, C16H17Cl2F5O2Pt in a non-equilibrium geometry, computed with wB97M-V/def2-TZVPD.

- E (Ha) = -2309.17614
- frontier orbital gap (alpha / beta) (eV) = 3.8863 / 4.4557
- LUMO level (alpha / beta) (eV) = 4.888 / 3.491
- relative energy (zero: lowest compared OMol25 entry of this formula, charge and spin) (kJ/mol) = 100.4

```
! wB97M-V def2-TZVPD RIJCOSX def2/J DEFGRID3
* xyz -2 5
C -0.73 1.13 -1.98
C -1.56 0.02 -1.73
C -0.74 -1.12 -1.53
C -3.05 0.02 -1.73
C 0.63 -0.71 -1.68
C 0.64 0.69 -1.96
C 1.83 1.51 -2.29
C -1.22 2.49 -2.34
C -1.24 -2.50 -1.35
C 1.80 -1.61 -1.68
Pt -0.03 0.40 0.21
Cl -2.12 0.62 1.30
Cl 0.13 2.77 0.49
O 1.76 0.51 0.91
H -3.44 0.98 -1.42
H -3.45 -0.73 -1.07
H -3.41 -0.18 -2.74
H -2.05 -2.55 -0.63
H -0.46 -3.17 -1.01
H -1.62 -2.87 -2.31
H 1.69 -2.41 -0.95
H 2.72 -1.07 -1.44
H 1.93 -2.07 -2.66
H 2.71 1.14 -1.79
H 1.69 2.55 -1.98
H 2.01 1.49 -3.36
H -2.03 2.80 -1.70
H -1.58 2.47 -3.37
H -0.43 3.23 -2.27
H 2.04 -0.34 1.29
O 2.87 4.65 0.20
H 3.84 4.63 0.31
F -0.40 -2.77 1.48
C -0.16 -1.93 2.52
C 0.04 -0.56 2.29
C 0.27 0.29 3.39
F 0.46 1.61 3.19
C 0.31 -0.21 4.69
F 0.55 0.62 5.73
C 0.11 -1.57 4.91
F 0.14 -2.06 6.18
C -0.12 -2.43 3.83
F -0.33 -3.75 4.05
*
```

Record 2
13 unconnected molecules or ions with the total composition H26O13 in a non-equilibrium geometry, computed with wB97M-V/def2-TZVPD.

- E (Ha) = -993.61412
- frontier orbital gap (eV) = 10.2778
- LUMO level (eV) = -0.730
- relative energy (zero: lowest compared OMol25 entry of this formula, charge and spin) (kJ/mol) = 417.8

```
! wB97M-V def2-TZVPD RIJCOSX def2/J DEFGRID3
* xyz 0 1
H 0.01 0.33 0.28
H -0.83 -0.31 -0.74
H -0.18 3.09 -0.67
H -0.16 3.81 -2.06
H 2.01 1.53 -3.24
H 0.98 0.27 -3.26
H -2.69 1.52 0.29
H -3.10 0.06 0.36
H -4.05 3.65 2.89
H -2.71 3.44 2.04
H 4.05 -1.42 -2.92
H 4.48 -0.26 -1.84
H -0.51 1.45 2.25
H 0.08 2.76 2.83
H 0.25 -3.98 1.01
H 1.39 -4.42 0.34
H 2.18 -3.51 -2.17
H 3.46 -4.38 -2.13
H -2.17 -3.37 -2.90
H -2.52 -4.57 -2.04
H 1.41 -1.67 3.08
H 1.99 -0.51 2.22
H 2.29 3.99 1.04
H 2.84 5.41 1.30
H -3.21 -1.80 1.93
H -4.06 -1.60 3.11
O 0.10 -0.23 -0.48
O 0.16 3.86 -1.20
O 1.03 1.22 -3.38
O -2.96 0.75 -0.30
O -3.13 3.95 2.71
O 3.74 -0.67 -2.41
O -0.74 2.26 2.62
O 0.46 -4.68 0.32
O 2.46 -4.41 -2.10
O -2.75 -4.06 -2.85
O 1.59 -0.64 3.09
O 2.94 4.64 0.76
O -4.09 -1.50 2.20
*
```

Record 3
A molecular structure, C9H8NO5SW in a non-equilibrium geometry, computed with wB97M-V/def2-TZVPD.

- E (Ha) = -1242.69806
- frontier orbital gap (eV) = 6.8333
- LUMO level (eV) = -15.341
- relative energy (zero: lowest compared OMol25 entry of this formula, charge and spin) (kJ/mol) = 76.5

```
! wB97M-V def2-TZVPD RIJCOSX def2/J DEFGRID3
* xyz 3 1
W -0.73 0.44 0.57
O 2.89 0.62 -0.28
C 1.97 0.40 0.39
O 0.72 -0.25 -0.25
C 1.73 0.85 1.85
C 1.00 -0.13 2.78
C 0.71 0.49 4.15
C -0.34 1.57 3.97
C -0.26 2.28 2.75
O -0.29 -0.45 2.13
C 0.99 2.31 1.97
C 0.76 3.00 0.64
O 1.27 3.82 0.03
O -0.37 2.16 0.02
H 2.74 1.03 2.23
H 1.54 -1.07 2.84
H 1.65 0.90 4.54
H 0.38 -0.27 4.85
H -0.24 2.45 4.68
H -1.38 1.29 4.22
H -1.06 2.97 2.46
H 1.67 2.90 2.63
S -4.42 -1.16 -1.58
C -3.26 -0.62 -0.83
N -2.25 -0.16 -0.17
*
```

Record 4
A molecular structure, C23H35AlCl6F5MgNO14PS in a non-equilibrium geometry, computed with wB97M-V/def2-TZVPD.

- E (Ha) = -6448.14691
- frontier orbital gap (eV) = 1.4716
- LUMO level (eV) = -4.647

```
! wB97M-V def2-TZVPD RIJCOSX def2/J DEFGRID3
* xyz -1 1
C 2.49 -0.73 -0.91
C 1.63 -0.14 -2.03
O 1.35 1.26 -1.88
C 0.50 1.53 -0.82
P -1.29 1.62 -1.31
C -2.37 0.56 -0.42
C -2.34 -0.91 -0.76
C -2.36 -1.29 -2.23
Cl -0.95 -1.67 0.11
H 2.61 0.01 -0.13
H 1.97 -1.56 -0.46
H 3.48 -1.01 -1.25
H 2.18 -0.23 -2.96
H 0.71 -0.71 -2.18
H 0.56 0.84 0.02
H 0.77 2.51 -0.43
H -1.71 2.93 -1.05
H -1.40 1.46 -2.69
H -2.20 0.67 0.65
H -3.46 0.93 -0.63
H -3.24 -1.34 -0.34
H -2.49 -0.44 -2.90
H -1.46 -1.85 -2.46
H -3.20 -1.95 -2.41
C -5.66 -4.19 -0.25
C -5.41 -3.20 -1.28
N -5.21 -2.45 -2.13
H -6.72 -4.41 -0.16
H -5.14 -5.12 -0.46
H -5.31 -3.83 0.72
C 2.77 0.82 3.10
C 2.91 2.04 3.66
C 1.73 2.87 4.06
O 1.94 3.95 4.57
C 0.40 2.34 3.80
C 0.26 1.13 3.24
C 1.44 0.29 2.87
O 1.22 -0.80 2.37
O -0.93 0.61 2.97
O 4.10 2.58 3.90
H 3.62 0.21 2.82
H -0.44 2.95 4.08
H -0.76 -0.28 2.58
H 3.93 3.46 4.30
F -3.72 -9.38 -1.38
Al -2.97 -7.85 -1.39
F -3.82 -6.81 -0.31
F -3.02 -7.20 -2.96
F -1.36 -8.00 -0.87
C 0.40 5.32 0.80
Cl -0.33 6.91 0.48
Cl -0.26 4.58 2.25
H 0.18 4.66 -0.07
H 1.47 5.44 0.91
Cl -5.01 1.17 -1.61
Mg -0.26 5.66 -1.62
O -0.22 -0.63 5.54
S 0.87 -0.38 6.48
O 0.61 0.88 7.18
O 2.15 -0.28 5.76
O 0.97 -1.49 7.42
O 4.98 6.40 5.10
C 5.88 5.64 5.29
O 5.91 4.39 4.77
C 7.07 3.68 5.26
C 8.05 4.76 5.69
C 7.12 5.87 6.14
H 6.75 3.04 6.09
H 7.45 3.04 4.46
H 8.75 4.42 6.45
H 8.63 5.09 4.82
H 6.84 5.77 7.19
H 7.53 6.86 5.96
C -3.49 -3.92 -5.06
C -2.01 -3.71 -4.86
O -1.47 -4.09 -6.12
C -2.44 -3.86 -7.05
O -2.24 -3.83 -8.22
O -3.64 -3.66 -6.47
F -1.51 -4.50 -3.90
H -3.78 -4.95 -4.84
H -4.11 -3.25 -4.47
H -1.72 -2.67 -4.66
C -4.46 -2.64 -10.66
Cl -6.23 -2.66 -10.53
Cl -3.87 -1.05 -11.18
H -4.03 -2.87 -9.70
H -4.16 -3.37 -11.40
*
```

Record 5
A molecular structure, C50H53InN3O2Te, computed with wB97M-V/def2-TZVPD.

- E (Ha) = -2709.73884
- frontier orbital gap (alpha / beta) (eV) = 4.8371 / 5.1034
- LUMO level (alpha / beta) (eV) = -5.016 / -4.754
- relative energy (zero: lowest compared OMol25 entry of this formula, charge and spin) (kJ/mol) = 0.0

```
! wB97M-V def2-TZVPD RIJCOSX def2/J DEFGRID3
* xyz 1 1
In -0.48 -0.29 -1.77
C 5.15 0.17 3.95
C 4.20 -0.02 2.81
C 4.62 -0.60 1.60
C 3.78 -0.73 0.53
C 4.25 -1.61 -0.62
O 4.59 -2.73 -0.32
C 4.34 -1.12 -2.02
C 4.58 -2.05 -3.03
C 4.68 -1.64 -4.35
C 4.57 -0.29 -4.66
C 4.36 0.64 -3.66
C 4.25 0.23 -2.34
C 2.40 -0.29 0.64
O 1.60 -0.36 -0.32
C 1.95 0.16 1.95
C 2.84 0.32 2.97
C 0.48 0.22 2.21
N -0.16 -0.80 2.60
C 0.41 -2.10 2.98
C 1.19 -2.92 1.96
Te 1.71 -4.87 2.71
C 3.04 -4.08 4.15
C 4.36 -3.81 3.79
C 5.24 -3.25 4.71
C 4.80 -2.95 6.00
C 3.49 -3.23 6.36
C 2.61 -3.80 5.45
C -0.23 1.54 2.15
C 0.49 2.73 2.15
C -0.17 3.95 2.20
C -1.55 3.99 2.25
C -2.28 2.80 2.25
C -1.63 1.58 2.19
H 6.18 -0.05 3.67
H 4.87 -0.49 4.78
H 5.10 1.20 4.32
H 5.63 -0.98 1.51
H 4.67 -3.09 -2.75
H 4.87 -2.37 -5.12
H 4.65 0.03 -5.69
H 4.31 1.69 -3.90
H 4.13 0.97 -1.55
H 2.49 0.66 3.93
H -0.43 -2.70 3.32
H 1.04 -1.93 3.86
H 2.14 -2.47 1.68
H 0.60 -3.07 1.05
H 4.70 -4.04 2.79
H 6.27 -3.06 4.43
H 5.49 -2.52 6.72
H 3.15 -3.01 7.37
H 1.60 -4.03 5.75
H 1.57 2.70 2.15
H 0.40 4.87 2.22
H -2.07 4.94 2.30
H -3.36 2.83 2.30
H -2.18 0.65 2.20
C -5.02 -0.38 -4.98
C -5.10 0.33 -3.62
C -6.26 1.33 -3.61
C -5.21 -0.69 -2.50
C -6.26 -1.60 -2.54
C -6.36 -2.64 -1.63
C -5.36 -2.82 -0.68
C -4.28 -1.95 -0.60
C -3.24 -2.18 0.48
C -3.86 -2.10 1.88
C -2.56 -3.54 0.26
C -4.24 -0.85 -1.48
N -3.20 0.09 -1.32
C -3.52 1.33 -1.35
C -2.59 2.39 -1.47
C -2.96 3.78 -1.47
C -1.83 4.46 -1.73
C -0.77 3.46 -1.91
N -1.24 2.23 -1.73
C 0.63 3.76 -2.34
C 1.63 3.00 -1.47
C 0.76 3.30 -3.81
C 0.92 5.26 -2.25
H -4.84 0.35 -5.78
H -5.95 -0.90 -5.21
H -4.20 -1.11 -5.00
H -4.17 0.89 -3.51
H -7.20 0.83 -3.82
H -6.10 2.10 -4.37
H -6.35 1.83 -2.64
H -7.03 -1.49 -3.30
H -7.20 -3.32 -1.67
H -5.43 -3.65 0.01
H -2.49 -1.40 0.42
H -4.54 -2.94 2.05
H -4.43 -1.18 2.00
H -3.09 -2.13 2.65
H -3.30 -4.34 0.20
H -1.89 -3.78 1.08
H -1.99 -3.55 -0.67
H -4.57 1.63 -1.31
H -3.95 4.18 -1.30
H -1.71 5.53 -1.82
H 1.50 1.92 -1.58
H 1.51 3.26 -0.42
H 2.64 3.25 -1.78
H 0.59 2.23 -3.90
H 1.77 3.53 -4.17
H 0.05 3.82 -4.46
H 0.75 5.63 -1.24
H 0.29 5.84 -2.94
H 1.96 5.45 -2.51
*
```

Record 6
A molecular structure, C5H11BaIN2O3P in a non-equilibrium geometry, computed with wB97M-V/def2-TZVPD.

- E (Ha) = -1196.52693
- frontier orbital gap (eV) = 5.4685
- LUMO level (eV) = -5.125

```
! wB97M-V def2-TZVPD RIJCOSX def2/J DEFGRID3
* xyz 1 1
C 2.17 -0.23 0.26
C 1.94 0.66 -1.03
C 0.53 1.28 -1.10
N -0.47 0.27 -1.12
N -0.93 0.14 0.27
C -1.01 -1.26 0.76
C -0.37 -2.26 -0.24
O -1.13 -3.12 -0.69
O 0.86 -2.10 -0.46
P -2.29 1.17 0.50
O -3.64 0.31 0.46
I -2.12 1.73 2.91
H 3.14 0.10 0.78
H 1.35 -0.14 1.01
H 2.35 -1.25 -0.03
H 2.15 0.08 -1.91
H 2.70 1.45 -0.99
H 0.46 2.01 -1.90
H 0.35 1.88 -0.17
H -1.27 0.58 -1.67
H -0.39 -1.34 1.66
H -2.00 -1.59 1.03
H -4.06 0.33 -0.41
Ba 1.68 1.29 2.07
*
```

Record 7
A molecular structure, C49H42N2O2OsP3S, computed with wB97M-V/def2-TZVPD.

- E (Ha) = -3664.37581
- frontier orbital gap (alpha / beta) (eV) = 7.3621 / 6.0020
- LUMO level (alpha / beta) (eV) = -7.623 / -9.847
- relative energy (zero: lowest compared OMol25 entry of this formula, charge and spin) (kJ/mol) = 0.0

```
! wB97M-V def2-TZVPD RIJCOSX def2/J DEFGRID3
* xyz 3 5
Os -0.31 0.34 -0.04
O -2.99 -0.05 1.12
N -2.30 -0.17 -0.08
C -3.11 -0.53 -1.01
C -2.90 -0.63 -2.44
C -4.07 -0.96 -3.15
C -4.09 -0.96 -4.54
C -2.95 -0.60 -5.24
C -1.79 -0.27 -4.55
C -1.74 -0.31 -3.16
P -0.14 0.03 -2.39
C 1.01 -1.27 -2.89
C 2.23 -1.36 -2.23
C 3.15 -2.33 -2.59
C 2.84 -3.24 -3.59
C 1.61 -3.18 -4.23
C 0.69 -2.20 -3.88
C 0.39 1.63 -3.05
C -0.57 2.62 -3.24
C -0.18 3.89 -3.66
C 1.16 4.16 -3.89
C 2.11 3.17 -3.70
C 1.73 1.91 -3.27
H -2.34 -0.06 1.84
H -4.12 -0.72 -0.66
H -4.97 -1.20 -2.61
H -5.00 -1.22 -5.06
H -2.97 -0.55 -6.32
H -0.91 0.02 -5.11
H 2.48 -0.65 -1.45
H 4.11 -2.38 -2.09
H 3.56 -3.99 -3.88
H 1.36 -3.89 -5.01
H -0.26 -2.18 -4.39
H -1.62 2.42 -3.07
H -0.93 4.65 -3.82
H 1.45 5.14 -4.24
H 3.15 3.38 -3.90
H 2.48 1.14 -3.15
O 1.57 1.02 -0.11
N 1.85 2.20 0.50
C 3.14 2.59 0.47
C 3.51 3.78 1.03
C 2.53 4.58 1.63
C 1.22 4.16 1.64
C 0.87 2.94 1.05
S -0.76 2.36 0.99
H 3.81 1.90 -0.03
H 4.55 4.09 1.00
H 2.80 5.53 2.07
H 0.44 4.76 2.08
C 1.56 -2.72 2.63
P 0.21 -1.83 1.72
C -0.71 -3.22 1.01
C -0.77 -3.31 -0.38
C -1.43 -4.36 -1.00
C -2.03 -5.34 -0.22
C -1.95 -5.28 1.16
C -1.29 -4.23 1.78
C -0.74 -1.14 3.11
C -0.25 0.08 3.61
C -0.85 0.68 4.71
C -1.96 0.08 5.30
C -2.45 -1.12 4.80
C -1.84 -1.74 3.72
P 2.65 -3.73 1.58
C 4.06 -2.81 1.03
C 5.31 -3.44 0.96
C 6.43 -2.72 0.57
C 6.30 -1.38 0.23
C 5.05 -0.76 0.29
C 3.93 -1.47 0.67
C 3.02 -5.32 2.28
C 3.07 -5.50 3.67
C 3.41 -6.73 4.19
C 3.68 -7.79 3.33
C 3.61 -7.63 1.95
C 3.28 -6.39 1.42
H 1.05 -3.42 3.30
H 2.15 -2.02 3.24
H -0.27 -2.57 -0.99
H -1.46 -4.42 -2.07
H -2.55 -6.16 -0.70
H -2.40 -6.06 1.76
H -1.21 -4.23 2.86
H 0.61 0.55 3.15
H -0.47 1.61 5.09
H -2.44 0.55 6.14
H -3.31 -1.58 5.26
H -2.26 -2.66 3.34
H 5.41 -4.48 1.23
H 7.39 -3.20 0.53
H 7.17 -0.82 -0.07
H 4.97 0.29 0.02
H 2.96 -0.98 0.70
H 2.87 -4.67 4.35
H 3.47 -6.87 5.26
H 3.94 -8.76 3.74
H 3.82 -8.46 1.30
H 3.23 -6.26 0.35
*
```

Record 8
A molecular structure, C18H24As2N3OsS2 in a non-equilibrium geometry, computed with wB97M-V/def2-TZVPD.

- E (Ha) = -6222.09537
- frontier orbital gap (alpha / beta) (eV) = 7.0660 / 3.9631
- LUMO level (alpha / beta) (eV) = -9.617 / -13.145
- relative energy (zero: lowest compared OMol25 entry of this formula, charge and spin) (kJ/mol) = 61.7

```
! wB97M-V def2-TZVPD RIJCOSX def2/J DEFGRID3
* xyz 3 5
Os 0.86 -1.14 -0.27
C 0.50 -4.59 -1.22
As -0.62 -3.09 -0.69
C -2.00 -3.96 0.37
C -1.53 -2.57 -2.33
C -2.08 -3.51 -3.20
C -2.64 -3.11 -4.40
C -2.67 -1.77 -4.75
C -2.15 -0.81 -3.89
C -1.60 -1.22 -2.68
As -0.87 0.09 -1.46
C -0.50 1.75 -2.39
C -2.31 0.58 -0.24
H -0.14 -5.42 -1.53
H 1.10 -4.93 -0.37
H 1.16 -4.32 -2.04
H -2.43 -4.75 -0.25
H -2.79 -3.27 0.65
H -1.57 -4.40 1.26
H -2.07 -4.57 -2.94
H -3.04 -3.85 -5.08
H -3.10 -1.46 -5.70
H -2.18 0.24 -4.16
H -1.44 2.22 -2.65
H 0.09 1.57 -3.29
H 0.06 2.40 -1.72
H -3.18 0.84 -0.85
H -2.02 1.46 0.33
H -2.56 -0.23 0.43
N 3.18 0.44 3.15
C 1.95 0.43 2.66
S 1.27 -1.08 2.14
N 1.17 1.52 2.62
C 1.36 2.81 3.13
C 2.18 3.09 4.24
C 2.32 4.39 4.65
C 1.63 5.42 4.01
C 0.77 5.13 2.94
C 0.63 3.84 2.51
H 3.72 -0.41 3.16
H 3.62 1.28 3.49
H 0.27 1.37 2.17
H 2.63 2.30 4.82
H 2.95 4.62 5.50
H 1.72 6.44 4.36
H 0.23 5.93 2.45
H -0.03 3.62 1.67
S 4.58 0.54 -2.29
C 3.28 0.20 -1.50
N 2.29 -0.06 -0.85
*
```